1.
Entry from the OMol25 dataset: a structure of composition C18H19IN2ReS (ωB97M-V/def2-TZVPD).

Properties
* total charge: +2
* LUMO energy (alpha / beta): -0.3159 / -0.3337 Eh
* ΔE to the lowest compared entry with this formula, charge and spin: 38.2 kcal per mole
* max |F|: 4.4 eV Å⁻¹
* spin multiplicity: 4
* expectation value of S²: 3.791

```
42
C18H19IN2ReS, DFT ωB97M-V/def2-TZVPD
Re -0.374 0.366 -0.584
I -2.964 -0.282 0.209
S 1.739 0.593 -0.186
N -1.227 1.985 -1.207
N -0.949 -0.486 -2.228
C -2.209 -0.149 -4.122
C 2.662 -0.223 1.101
C -0.140 -0.700 3.732
C -2.529 4.063 -2.222
C -2.093 4.166 -0.906
C 2.996 0.475 2.270
C -1.667 0.418 -2.965
C -2.085 -1.489 -4.388
C -1.523 -2.396 -3.490
C 3.167 -1.512 0.897
C 3.821 -0.118 3.232
C -1.006 -1.867 -2.315
C -2.457 2.887 -2.974
C -1.786 1.774 -2.430
C -0.083 -2.086 3.269
C 4.309 -1.421 3.048
C 3.979 -2.109 1.870
C -1.494 3.051 -0.346
H 4.113 0.438 4.113
H -0.294 -1.788 2.152
H -2.711 0.569 -4.814
H -1.421 -3.477 -3.613
H 0.859 -2.597 3.200
H -0.831 -2.854 3.652
H -2.868 2.773 -3.978
H 0.745 -0.192 4.121
H 2.642 1.495 2.396
H 4.382 -3.098 1.707
H -1.145 2.830 0.693
H -0.361 -0.379 2.647
H -2.418 -1.906 -5.308
H -0.593 -2.376 -1.409
H -1.004 -0.473 4.318
H -2.936 4.938 -2.649
H 4.937 -1.885 3.802
H 2.964 -2.013 -0.044
H -2.145 5.056 -0.251
```

=====

2.
Entry from the OMol25 dataset: an isolated molecule of C18H19N3O2 (ωB97M-V/def2-TZVPD).

Properties
* total charge: 0
* LUMO energy: 0.0235 Eh
* ΔE to the lowest compared entry with this formula, charge and spin: 32.7 kcal per mole
* max |F|: 0.9 eV Å⁻¹
* SMILES string: COc1ccc(CCC(=O)NCc2cn3ccccc3n2)cc1
* spin multiplicity: 1

```
42
C18H19N3O2, DFT ωB97M-V/def2-TZVPD
O -5.996 -1.531 -0.506
O 0.752 3.695 0.729
N 4.783 -0.463 0.199
N 2.791 -0.004 -0.702
N 1.388 2.298 -0.928
C 4.675 0.890 0.132
C 3.597 -0.981 -0.324
C -4.818 -0.916 -0.196
C -7.118 -1.273 0.301
C -0.908 2.238 -0.242
C -4.628 -0.042 0.867
C -0.968 0.880 0.479
C -2.504 -0.644 -0.803
C -3.739 -1.212 -1.030
C -2.303 0.230 0.260
C 5.614 -2.617 0.606
C 0.480 2.830 -0.077
C -3.380 0.520 1.083
C 3.441 1.149 -0.425
C 3.428 -2.370 -0.377
C 4.430 -3.178 0.085
C 5.772 -1.266 0.656
C 2.808 2.468 -0.734
H 3.260 2.894 -1.640
H 6.400 -3.259 0.969
H 5.444 1.552 0.472
H -1.138 2.104 -1.300
H -3.247 1.198 1.914
H -0.798 1.043 1.545
H -1.639 2.918 0.197
H -7.392 -0.212 0.283
H 2.509 -2.761 -0.780
H -6.951 -1.587 1.336
H 4.324 -4.250 0.056
H -3.899 -1.894 -1.851
H 6.656 -0.783 1.045
H 1.144 1.465 -1.443
H 2.951 3.174 0.089
H -7.930 -1.860 -0.126
H -1.679 -0.887 -1.457
H -5.438 0.210 1.534
H -0.172 0.233 0.103
```

=====

3.
Entry from the OMol25 dataset: an isolated molecule of C18H19N3O3 (ωB97M-V/def2-TZVPD).

Properties
* total charge: 0
* LUMO energy: 0.0216 Eh
* ΔE to the lowest compared entry with this formula, charge and spin: 16.7 kcal per mole
* max |F|: 0.7 eV Å⁻¹
* SMILES string: COc1ccc(N2C[C@H](C(=O)NCc3cccnc3)CC2=O)cc1
* spin multiplicity: 1

```
43
C18H19N3O3, DFT ωB97M-V/def2-TZVPD
O 0.200 1.976 1.688
O -1.909 -3.504 4.268
O -0.522 1.041 -3.632
N 5.187 0.916 -1.741
N -1.346 0.652 0.610
N 0.611 0.380 -1.797
C -1.848 -2.503 3.348
C -0.521 -0.687 2.475
C -0.715 2.621 -0.471
C 2.954 1.847 -3.087
C 4.101 2.618 -3.006
C 2.938 0.595 -2.480
C -2.835 -2.212 2.413
C -0.691 -1.722 3.365
C 1.695 -0.253 -2.522
C -3.061 -4.309 4.310
C -1.512 -0.392 1.538
C 4.089 0.187 -1.817
C -2.665 -1.167 1.521
C -2.125 0.696 -0.613
C 5.192 2.104 -2.320
C -1.393 1.717 -1.497
C -0.537 1.741 0.759
C -0.392 1.027 -2.426
H -1.355 3.462 -0.196
H 0.242 3.026 -0.799
H 1.351 -0.366 -3.554
H -2.090 2.257 -2.140
H 0.376 -0.091 2.514
H 6.112 2.665 -2.227
H 1.889 -1.239 -2.090
H 0.721 0.463 -0.799
H -3.746 -2.787 2.367
H 2.080 2.200 -3.615
H -3.207 -4.853 3.371
H -3.957 -3.720 4.532
H -3.148 1.034 -0.408
H 4.135 -0.779 -1.327
H 0.071 -1.952 4.093
H -2.893 -5.022 5.116
H -3.456 -0.963 0.817
H -2.167 -0.295 -1.073
H 4.149 3.593 -3.467
```

=====

4.
Entry from the OMol25 dataset: an isolated molecule of C18H19N3O6 (ωB97M-V/def2-TZVPD).

Properties
* total charge: 0
* LUMO energy: -0.0346 Eh
* ΔE to the lowest compared entry with this formula, charge and spin: 130.3 kcal per mole
* max |F|: 1.4 eV Å⁻¹
* SMILES string: CCOc1ccc(C(=O)O/N=C(\N)c2ccc([N+](=O)[O-])cc2)cc1OCC
* spin multiplicity: 1

```
46
C18H19N3O6, DFT ωB97M-V/def2-TZVPD
O 0.560 3.696 -0.185
O -1.455 4.538 -0.109
O -3.125 -1.578 -0.656
O -4.119 0.415 1.165
O 6.880 -1.906 0.595
O 5.170 -3.071 0.017
N 1.324 2.519 -0.075
N 3.191 3.920 -0.220
N 5.717 -2.020 0.273
C -2.577 -2.575 -1.496
C 4.927 -0.817 0.185
C -4.539 -0.862 1.614
C -1.339 2.173 -0.334
C -2.442 1.829 0.438
C 2.838 0.250 -0.270
C -2.516 -0.361 -0.563
C -0.789 3.540 -0.198
C -1.422 0.002 -1.342
C -3.034 0.575 0.360
C -0.833 1.247 -1.236
C 2.593 2.708 -0.120
C 4.759 1.560 0.376
C -3.407 -3.835 -1.305
C 3.587 -0.903 -0.178
C -3.494 -1.551 2.484
C 3.417 1.494 -0.004
C 5.514 0.409 0.470
H 2.585 4.710 -0.369
H -4.819 -1.503 0.773
H -3.020 -4.631 -1.934
H 6.552 0.440 0.764
H -2.612 -1.799 1.900
H -1.530 -2.767 -1.223
H -0.004 1.499 -1.879
H -4.443 -3.642 -1.573
H -1.027 -0.694 -2.065
H -2.859 2.544 1.129
H -3.371 -4.152 -0.266
H -5.432 -0.641 2.205
H 1.795 0.218 -0.539
H -3.909 -2.466 2.898
H -3.197 -0.896 3.300
H -2.617 -2.252 -2.544
H 5.213 2.507 0.625
H 4.149 4.003 -0.508
H 3.158 -1.872 -0.382
```

=====

5.
Entry from the OMol25 dataset: the ion C18H19N4O5S with charge -1 (ωB97M-V/def2-TZVPD).

Properties
* total charge: -1
* LUMO energy: 0.1023 Eh
* ΔE to the lowest compared entry with this formula, charge and spin: 0.0 kcal per mole
* max |F|: 3.8 eV Å⁻¹
* SMILES string: CN(C)c1ccc([C@H](c2c([O-])n(C)c(=S)n(C)c2=O)N2C(=O)COC2=O)cc1
* spin multiplicity: 1

```
47
C18H19N4O5S, DFT ωB97M-V/def2-TZVPD
S -1.931 1.586 5.349
O -1.688 -2.283 2.400
O -1.036 -4.379 -0.571
O -3.694 -2.051 -0.204
O 0.800 -3.036 -0.456
O -0.652 1.976 0.725
N -1.375 -2.134 -0.326
N -2.152 -0.285 3.418
N -0.663 1.411 2.972
N 3.057 1.613 -3.329
C -1.067 -0.784 -0.130
C -1.135 -0.283 1.261
C -2.654 -2.687 -0.400
C 2.171 0.871 -2.533
C 2.890 3.043 -3.551
C 2.369 0.638 -1.157
C -1.624 -1.056 2.347
C -0.812 1.098 1.581
C 0.984 0.358 -3.098
C -0.205 2.743 3.362
C -0.403 -3.176 -0.426
C 1.373 0.089 -0.363
C -2.455 -4.141 -0.743
C 0.034 -0.269 -2.312
C 4.387 1.140 -3.663
C -1.553 0.863 3.883
C 0.177 -0.340 -0.923
C -3.012 -1.018 4.322
H -3.750 -1.565 3.736
H -0.868 -0.676 -2.753
H -2.779 -4.296 -1.799
H 4.406 0.044 -3.637
H 0.588 3.099 2.718
H -3.044 -4.803 -0.089
H 3.296 0.987 -0.713
H 5.145 1.538 -2.964
H -3.495 -0.282 4.962
H -1.863 -0.165 -0.618
H -2.438 -1.716 4.940
H 0.151 2.670 4.397
H 3.563 3.627 -2.894
H 1.853 3.347 -3.362
H -1.041 3.453 3.365
H 0.794 0.482 -4.162
H 4.650 1.484 -4.677
H 1.546 -0.017 0.708
H 3.155 3.284 -4.593
```

=====

6.
Entry from the OMol25 dataset: an isolated molecule of C18H19N5O2S (ωB97M-V/def2-TZVPD).

Properties
* total charge: 0
* LUMO energy: 0.0194 Eh
* ΔE to the lowest compared entry with this formula, charge and spin: 20.7 kcal per mole
* max |F|: 1.7 eV Å⁻¹
* SMILES string: COc1ccc(CNC(=O)CSc2nnnn2Cc2ccccc2)cc1
* spin multiplicity: 1

```
45
C18H19N5O2S, DFT ωB97M-V/def2-TZVPD
S 2.385 0.851 -1.936
O -0.112 3.128 -0.800
O -6.435 -1.298 0.042
N 2.937 -1.689 -1.138
N 0.812 -1.318 -1.300
N 1.040 -2.565 -0.910
N 2.276 -2.802 -0.805
N -0.583 0.946 -0.408
C 4.733 -0.698 0.122
C 5.578 1.344 1.061
C -2.878 -0.852 0.484
C 4.365 -1.548 -1.070
C -4.115 -1.427 0.295
C 0.727 1.490 -2.341
C 5.309 0.874 2.334
C -0.035 1.954 -1.097
C 2.000 -0.755 -1.442
C 4.464 -1.167 1.402
C -7.627 -0.555 -0.033
C -5.136 0.747 0.342
C 4.751 -0.382 2.504
C -5.262 -0.632 0.224
C -2.747 0.529 0.606
C -3.885 1.313 0.526
C -1.384 1.143 0.784
C 5.286 0.563 -0.044
H -4.226 -2.495 0.199
H -5.999 1.392 0.289
H -1.455 2.220 0.950
H 0.911 2.348 -2.987
H 4.717 -1.087 -1.998
H -7.811 0.004 0.891
H -8.421 -1.285 -0.175
H 4.024 -2.146 1.529
H 4.538 -0.752 3.496
H -7.617 0.138 -0.880
H 6.008 2.325 0.925
H 4.772 -2.558 -0.977
H 5.487 0.935 -1.038
H -2.002 -1.483 0.537
H 5.532 1.486 3.195
H -0.872 0.681 1.637
H -3.800 2.387 0.609
H -0.445 -0.011 -0.725
H 0.194 0.707 -2.878
```

=====

7.
Entry from the OMol25 dataset: an isolated molecule of C18H19N5O2S (ωB97M-V/def2-TZVPD).

Properties
* total charge: 0
* LUMO energy: -0.0195 Eh
* ΔE to the lowest compared entry with this formula, charge and spin: 15.3 kcal per mole
* max |F|: 1.5 eV Å⁻¹
* SMILES string: O=C(CSc1nnc2ccc(-c3ccccc3)nn12)NC[C@H]1CCCO1
* spin multiplicity: 1

```
45
C18H19N5O2S, DFT ωB97M-V/def2-TZVPD
S 1.831 -1.111 -1.047
O 4.425 -1.610 1.586
O 0.866 0.877 3.890
N -0.581 0.169 -1.106
N -0.285 1.765 0.391
N 2.460 -0.590 2.053
N 0.831 1.041 0.312
N -1.161 -0.578 -2.028
C -2.570 -2.424 -3.542
C 3.157 1.546 3.946
C -2.483 1.580 -0.789
C 3.462 -0.954 1.244
C 0.921 2.256 3.575
C 2.345 2.517 3.087
C -3.090 0.817 -1.735
C -4.600 -1.450 -5.154
C -4.164 -2.756 -5.303
C -3.014 -1.112 -3.375
C -3.145 -3.240 -4.497
C 2.444 -0.872 3.466
C -4.032 -0.630 -4.196
C -2.386 -0.270 -2.353
C 3.308 -0.460 -0.195
C 2.160 0.413 4.256
C -1.154 1.259 -0.451
C 0.671 0.084 -0.580
H 1.653 -1.597 3.689
H 3.474 2.029 4.871
H 2.419 2.264 2.031
H 2.643 3.553 3.226
H -5.384 -1.066 -5.789
H 2.163 0.164 5.327
H -4.115 1.001 -2.013
H 1.737 0.040 1.718
H -4.614 -3.394 -6.049
H 0.701 2.850 4.474
H 4.159 -0.809 -0.778
H 3.411 -1.298 3.742
H 4.038 1.168 3.433
H 3.243 0.627 -0.228
H -4.365 0.393 -4.111
H 0.166 2.451 2.812
H -2.798 -4.255 -4.615
H -1.776 -2.787 -2.910
H -2.969 2.401 -0.288
```

=====

8.
Entry from the OMol25 dataset: a structure of composition C18H19NO10Rb (ωB97M-V/def2-TZVPD).

Properties
* total charge: -3
* LUMO energy: 0.1484 Eh
* max |F|: 5.4 eV Å⁻¹
* spin multiplicity: 1

```
49
C18H19NO10Rb, DFT ωB97M-V/def2-TZVPD
Rb -1.022 0.710 0.017
O 0.446 -4.559 2.372
O 3.635 0.153 1.040
O 7.009 -1.083 4.077
O -4.228 3.865 -0.293
O 2.254 1.480 3.099
O 0.418 -0.798 -2.847
O 5.941 0.907 5.937
O -6.953 3.421 -4.134
O -6.594 6.308 -4.616
O -4.331 6.612 -0.532
N 0.849 -2.656 -0.778
C -5.682 3.559 -2.214
C 3.357 0.992 3.399
C 0.443 -3.388 1.524
C -4.950 5.977 -1.346
C -4.899 4.365 -1.234
C 4.107 1.204 4.682
C 5.392 -0.476 2.559
C 1.111 -3.690 0.210
C 0.192 -4.564 3.732
C -5.537 6.518 -2.615
C 5.330 0.596 4.811
C 0.182 -2.213 -3.083
C -6.204 5.663 -3.529
C 0.012 0.112 -3.827
C -6.286 4.156 -3.290
C 4.154 0.219 2.174
C 0.786 -3.196 -2.108
C 5.973 -0.351 3.797
H 0.562 -2.388 -4.090
H 0.999 -2.511 1.854
H -5.348 7.543 -2.900
H -0.979 -0.004 -4.266
H -0.821 -4.173 3.828
H 3.763 1.974 5.356
H 1.669 -2.081 -0.647
H -0.594 -3.054 1.486
H 0.719 -4.626 -0.188
H 1.731 -3.500 -2.558
H 5.899 -1.156 1.891
H 0.299 -5.636 3.899
H 0.891 -3.952 4.303
H 0.786 0.345 -4.559
H -0.904 -2.300 -3.067
H 2.194 -3.758 0.303
H 0.157 -4.086 -2.100
H -5.676 2.479 -2.211
H -0.251 1.040 -3.320
```

=====

9.
Entry from the OMol25 dataset: an isolated molecule of C18H19NO4 (ωB97M-V/def2-TZVPD).

Properties
* total charge: 0
* LUMO energy: 0.0253 Eh
* ΔE to the lowest compared entry with this formula, charge and spin: 72.3 kcal per mole
* max |F|: 0.9 eV Å⁻¹
* SMILES string: COc1ccc(/C=N/C[C@@H]2COc3ccccc3O2)cc1OC
* spin multiplicity: 1

```
42
C18H19NO4, DFT ωB97M-V/def2-TZVPD
O -4.271 1.970 -0.318
O -5.697 -0.545 -0.251
O 3.916 1.806 0.038
O 3.122 -0.654 -1.171
N 0.450 0.881 0.742
C 4.743 0.712 -0.002
C 6.470 -1.464 0.012
C -3.599 -1.620 0.321
C 4.351 -0.498 -0.581
C -2.243 -1.541 0.571
C 2.476 0.569 -1.444
C -3.708 0.763 -0.032
C 5.216 -1.584 -0.557
C -1.595 -0.312 0.519
C -0.170 -0.219 0.775
C -5.666 2.130 -0.441
C 1.855 0.916 0.984
C 6.873 -0.254 0.554
C -4.354 -0.492 0.014
C -6.356 -1.785 -0.192
C -2.345 0.822 0.219
C 2.563 1.517 -0.245
C 6.012 0.827 0.551
H 4.883 -2.511 -0.996
H 1.436 0.331 -1.672
H 2.281 -0.077 1.211
H 6.297 1.775 0.979
H -5.815 3.201 -0.577
H -1.692 -2.440 0.803
H 0.337 -1.170 1.001
H -6.063 1.596 -1.307
H -5.958 -2.490 -0.929
H -6.192 1.803 0.458
H 7.856 -0.153 0.987
H -4.076 -2.586 0.364
H -1.855 1.781 0.180
H 2.040 1.583 1.832
H 2.093 2.473 -0.492
H -7.397 -1.570 -0.427
H 7.135 -2.314 0.025
H -6.296 -2.227 0.808
H 2.943 1.051 -2.314
```

=====

10.
Entry from the OMol25 dataset: an isolated molecule of C18H19NO7 (ωB97M-V/def2-TZVPD).

Properties
* total charge: 0
* LUMO energy: -0.0004 Eh
* ΔE to the lowest compared entry with this formula, charge and spin: 13.6 kcal per mole
* max |F|: 1.6 eV Å⁻¹
* SMILES string: COc1ccc(C(=O)Cc2cc(OC)c(OC)cc2[N+](=O)[O-])c(OC)c1
* spin multiplicity: 1

```
45
C18H19NO7, DFT ωB97M-V/def2-TZVPD
O 4.617 -2.042 -0.022
O -0.020 -1.323 1.100
O 0.313 2.559 0.062
O -2.191 0.052 -2.065
O 2.187 3.599 0.091
O 5.690 0.215 0.676
O -6.090 0.304 0.599
N 1.532 2.572 0.039
C -0.561 -0.662 0.239
C -6.775 0.187 1.825
C 4.384 0.264 0.321
C -2.651 -0.588 1.482
C -2.948 0.442 -3.188
C 3.597 1.391 0.324
C 6.312 1.410 1.086
C -2.015 -0.424 0.252
C -4.155 0.185 -0.678
C 3.802 -0.971 -0.074
C 0.245 -0.022 -0.890
C 2.479 -0.993 -0.480
C 4.083 -3.314 -0.309
C 2.244 1.339 -0.044
C -3.997 -0.358 1.662
C 1.671 0.141 -0.475
C -4.761 0.041 0.570
C -2.799 -0.039 -0.857
H 4.893 -4.018 -0.129
H 7.342 1.142 1.311
H -7.809 0.454 1.610
H -3.746 -0.275 -3.404
H -0.217 0.923 -1.163
H 2.030 -1.921 -0.796
H -4.433 -0.485 2.639
H 0.178 -0.702 -1.742
H -2.039 -0.895 2.317
H 3.764 -3.389 -1.354
H 6.298 2.163 0.291
H 3.240 -3.549 0.348
H -4.792 0.482 -1.495
H 3.986 2.349 0.630
H -6.737 -0.837 2.208
H 5.839 1.821 1.983
H -6.372 0.874 2.575
H -2.245 0.460 -4.020
H -3.376 1.439 -3.056
```

=====

11.
Entry from the OMol25 dataset: a structure of composition C18H20AlClO4Sb (ωB97M-V/def2-TZVPD).

Properties
* total charge: +1
* LUMO energy: -0.1299 Eh
* max |F|: 0.9 eV Å⁻¹
* spin multiplicity: 1

```
45
C18H20AlClO4Sb, DFT ωB97M-V/def2-TZVPD
Sb -1.306 2.107 -0.882
Cl -3.935 -6.531 -3.598
Al -0.002 -0.169 -0.361
O 0.151 0.268 1.417
O -1.007 -1.662 -0.063
O -0.608 -0.894 -2.044
O 1.696 -0.107 -0.634
C 4.886 0.064 1.977
C 2.489 0.054 1.630
C 3.615 0.081 2.484
C -1.833 -2.959 -1.904
C 2.698 -0.023 0.224
C -3.134 -5.160 -2.948
C -1.719 3.657 0.527
C -3.220 1.864 -1.788
C -2.655 -4.175 -3.805
C 4.005 -0.030 -0.271
C 5.077 0.014 0.590
C 1.164 0.145 2.165
C 0.915 0.141 3.637
C -1.138 -1.813 -1.342
C -0.334 3.234 -2.407
C -2.002 -3.078 -3.285
C -2.974 -5.050 -1.570
C -2.324 -3.951 -1.050
H 4.141 -0.082 -1.342
H -3.915 1.427 -1.074
H 1.377 -0.734 4.096
H -0.153 2.586 -3.263
H -0.969 4.066 -2.703
H -3.358 -5.824 -0.920
H 3.475 0.128 3.555
H -2.798 -4.278 -4.872
H -1.615 -2.305 -3.935
H 0.617 3.612 -2.037
H 6.082 0.008 0.188
H -3.591 2.832 -2.116
H -0.154 0.132 3.827
H -2.239 4.459 0.008
H -2.188 -3.843 0.016
H -3.116 1.199 -2.644
H 1.358 1.025 4.100
H 5.739 0.091 2.641
H -2.344 3.274 1.331
H -0.787 4.035 0.941
```

=====

- What is the max |F| in the sixth record?
  1.7 eV Å⁻¹